No. 1
C28H33N4OReS2SbSe4Te as an isolated structure, computed with the ωB97M-V functional and the def2-TZVPD basis.

```
! wB97M-V def2-TZVPD RIJCOSX def2/J DEFGRID3
* xyz 2 2
Re -0.28 -0.43 -0.33
C -3.33 0.42 4.58
S -2.47 -1.01 3.91
C -1.97 -0.43 2.36
S -1.17 -1.68 1.38
N -2.22 0.74 1.93
N -1.64 1.05 0.70
C -2.11 2.09 0.16
C -1.63 2.55 -1.13
C -2.11 3.73 -1.66
C -1.60 4.17 -2.88
C -0.62 3.41 -3.49
C -0.22 2.21 -2.89
N -0.72 1.78 -1.74
H -3.41 0.23 5.65
H -2.74 1.32 4.40
H -4.31 0.51 4.13
H -2.88 2.65 0.67
H -2.87 4.29 -1.14
H -1.96 5.08 -3.33
H -0.16 3.72 -4.41
H 0.52 1.59 -3.36
Se 3.94 2.76 -1.47
Sb 3.30 0.56 -0.59
Se 1.19 0.84 0.91
Se 1.40 -0.42 -2.03
Se 4.72 -1.13 0.24
C -2.43 -3.16 -2.32
C -1.51 -2.18 -1.69
O -1.85 -0.92 -1.59
N -0.31 -2.41 -1.18
Te 1.39 -3.44 -0.79
C 2.13 -4.71 -2.31
C 1.71 -4.77 -3.64
C 0.57 -3.95 -4.20
C 2.39 -5.64 -4.48
C 3.46 -6.40 -4.04
C 4.18 -7.35 -4.97
C 3.90 -6.24 -2.73
C 3.26 -5.39 -1.84
C 3.82 -5.21 -0.44
C 0.46 -4.74 0.57
C 0.73 -4.50 1.93
C 1.77 -3.54 2.44
C 0.01 -5.24 2.86
C -0.94 -6.18 2.49
C -1.72 -6.94 3.52
C -1.16 -6.40 1.13
C -0.47 -5.71 0.15
C -0.74 -6.06 -1.29
H -3.38 -2.67 -2.54
H -2.60 -4.01 -1.65
H -2.00 -3.52 -3.25
H 0.37 -3.07 -3.58
H -0.34 -4.54 -4.28
H 0.82 -3.58 -5.19
H 2.07 -5.71 -5.52
H 3.62 -7.50 -5.90
H 4.34 -8.31 -4.49
H 5.16 -6.95 -5.23
H 4.77 -6.80 -2.39
H 4.62 -5.92 -0.26
H 3.07 -5.39 0.33
H 4.25 -4.21 -0.32
H 2.00 -2.72 1.77
H 2.71 -4.06 2.64
H 1.45 -3.10 3.39
H 0.21 -5.07 3.91
H -1.48 -6.62 4.53
H -1.51 -8.01 3.44
H -2.79 -6.82 3.37
H -1.89 -7.14 0.83
H -1.78 -6.32 -1.44
H -0.15 -6.94 -1.58
H -0.48 -5.26 -1.98
*
```

Values from the calculation:
HOMO-LUMO gap (spin up / spin down), eV: 5.9139 / 5.2851
<S²>: 0.757
Relative energy (zero: lowest compared OMol25 entry of this formula, charge and spin), eV: 1.534
Electronic energy, eV: -336581.4709
F_max, eV Å⁻¹: 3.10
LUMO energy (spin up / spin down), eV: -7.4 / -7.9
Molar mass, g/mol: 1257.14

Charge distribution, Mulliken scheme, values in e: Re 1.449; C -0.874; S 0.107; C 0.167; S 0.021; N -1.138; N 0.655; C -0.536; C 0.838; C -0.968; C -0.337; C -1.057; C -0.145; N 0.247; H 0.377; H 0.281; H 0.305; H 0.410; H 0.464; H 0.464; H 0.441; H 0.642; Se -0.132; Sb 0.776; Se -0.155; Se -0.616; Se -0.367; C -1.154; C 0.553; O -0.442; N -0.061; Te 1.545; C 0.612; C 0.911; C -1.515; C -0.684; C 0.499; C -1.586; C -0.914; C 0.160; C -1.879; C 0.836; C 0.463; C -1.892; C -0.826; C 0.695; C -1.624; C -0.834; C 0.816; C -1.437; H 0.428; H 0.246; H 0.142; H -0.151; H 0.334; H 0.588; H 0.435; H 0.381; H 0.395; H 0.339; H 0.455; H 0.504; H 0.261; H 0.298; H 0.119; H 0.375; H 0.492; H 0.412; H 0.380; H 0.362; H 0.384; H 0.501; H 0.516; H 0.413; H -0.174

No. 2
C28H34AlN8O7P3 as an isolated structure, computed with the ωB97M-V functional and the def2-TZVPD basis.

```
! wB97M-V def2-TZVPD RIJCOSX def2/J DEFGRID3
* xyz 2 1
Al 0.57 -0.09 -0.28
N 2.12 2.82 3.03
C 1.55 1.47 2.80
C 1.47 0.68 4.09
P -0.11 1.85 2.04
O -1.20 1.26 3.03
O -0.16 3.32 1.95
O -0.26 1.06 0.73
P 2.73 0.73 1.56
O 3.71 -0.09 2.49
O 3.39 1.85 0.88
O 2.02 -0.30 0.64
H 2.42 2.99 4.00
H 1.35 3.50 2.75
H 2.91 2.94 2.36
H 0.82 1.17 4.81
H 2.47 0.55 4.52
H 1.08 -0.32 3.89
H -1.85 1.92 3.29
H 4.61 -0.10 2.16
C -0.19 -12.71 -5.01
O -0.68 -12.30 -3.74
C -0.55 -11.03 -3.38
C 0.04 -10.04 -4.17
C 0.13 -8.75 -3.71
C -0.36 -8.38 -2.45
C -0.94 -9.38 -1.65
C -1.03 -10.67 -2.10
C -0.29 -7.01 -2.02
N -0.67 -6.47 -0.87
C -0.40 -5.15 -0.94
C 0.17 -4.85 -2.20
N 0.23 -6.04 -2.85
C 0.54 -3.56 -2.61
C 1.05 -3.21 -3.87
C 1.33 -1.89 -4.13
C 1.12 -0.94 -3.13
N 0.66 -1.24 -1.92
C 0.34 -2.52 -1.65
C -0.22 -2.79 -0.38
N -0.38 -1.72 0.43
C -0.95 -1.89 1.61
C -1.37 -3.14 2.06
C -1.21 -4.25 1.26
C -0.62 -4.10 0.00
H -0.38 -13.78 -5.07
H 0.89 -12.53 -5.09
H -0.71 -12.19 -5.82
H 0.44 -10.27 -5.15
H 0.61 -8.02 -4.36
H -1.31 -9.11 -0.67
H -1.47 -11.45 -1.50
H 0.58 -6.21 -3.78
H 1.23 -3.97 -4.61
H 1.70 -1.58 -5.09
H 1.33 0.09 -3.32
H -1.09 -1.00 2.21
H -1.83 -3.23 3.04
H -1.53 -5.24 1.57
C 2.98 4.46 -2.26
N 3.02 3.36 -3.20
C 2.00 3.58 -4.22
N 0.67 3.74 -3.65
C 0.69 4.84 -2.69
N 1.67 4.62 -1.65
C 1.34 3.53 -0.78
P 1.26 1.88 -1.69
C 2.93 2.09 -2.56
C 0.16 2.53 -3.08
H 3.23 5.38 -2.80
H 3.73 4.30 -1.48
H 2.00 2.73 -4.91
H 2.25 4.49 -4.77
H -0.31 4.94 -2.25
H 0.93 5.76 -3.22
H 0.38 3.71 -0.30
H 2.12 3.43 -0.02
H 3.09 1.30 -3.31
H 3.72 2.00 -1.80
H -0.84 2.72 -2.66
H 0.05 1.79 -3.88
*
```

Values from the calculation:
HOMO-LUMO gap, eV: 5.7356
Relative energy (zero: lowest compared OMol25 entry of this formula, charge and spin), eV: 0.464
Electronic energy, eV: -90303.8971
F_max, eV Å⁻¹: 1.49
LUMO energy, eV: -6.2
Molar mass, g/mol: 714.53

Charge distribution, Mulliken scheme, values in e: Al 0.370; N -0.114; C 0.575; C -1.674; P 0.533; O -0.463; O -0.885; O 0.120; P 0.273; O -0.535; O -0.800; O -0.079; H 0.340; H 0.405; H 0.326; H 0.457; H 0.523; H 0.366; H 0.414; H 0.389; C -0.832; O -0.452; C 0.906; C -0.638; C -0.765; C 0.354; C -0.463; C -0.664; C 0.331; N -0.844; C 1.121; C 0.150; N -0.119; C -0.061; C -0.644; C -1.615; C 0.217; N 0.085; C 0.122; C 0.467; N -0.008; C 0.351; C -1.287; C -0.447; C -0.136; H 0.244; H 0.347; H 0.347; H 0.424; H 0.174; H 0.493; H 0.452; H 0.149; H 0.496; H 0.502; H 0.475; H 0.605; H 0.480; H 0.637; C -0.965; N 0.169; C -0.967; N 0.180; C -0.931; N 0.245; C -1.220; P 0.835; C -0.772; C -0.765; H 0.304; H 0.388; H 0.396; H 0.299; H 0.391; H 0.312; H 0.579; H 0.399; H 0.420; H 0.406; H 0.439; H 0.367

No. 3
C28H34BClF6KNO7S as an isolated structure, computed with the ωB97M-V functional and the def2-TZVPD basis.

```
! wB97M-V def2-TZVPD RIJCOSX def2/J DEFGRID3
* xyz 0 1
C -3.65 2.56 0.72
C -2.07 2.31 1.16
C -1.75 0.79 1.69
Cl -3.43 -0.07 1.84
C -0.67 -0.06 0.78
C -0.31 -1.55 1.44
F -1.44 -2.54 1.28
F 1.00 -2.10 0.92
C -0.06 -1.47 3.09
C 1.51 -1.33 3.62
C 1.92 -1.24 5.23
C 0.73 -1.25 6.36
C -0.84 -1.40 5.82
C -1.99 -1.41 7.04
F -2.18 0.05 7.38
F -1.50 -2.04 8.29
F -3.31 -1.88 6.58
C -1.25 -1.53 4.22
O 0.63 0.64 1.04
B 1.27 1.38 -0.06
C 1.46 2.89 0.63
C 2.86 3.07 1.47
C 2.95 2.14 2.83
F 2.86 4.49 1.96
C 2.71 0.89 -0.68
C 3.64 -0.35 -0.06
C 5.02 -0.66 -0.86
N 5.65 0.00 -2.04
C 4.87 1.12 -2.65
C 3.43 1.55 -2.02
O 0.23 1.26 -1.14
C -0.69 0.11 -0.85
C -0.05 -1.04 -1.83
C -0.82 -2.48 -1.82
C -0.37 -3.25 -3.24
C -1.68 -3.82 -4.05
S -1.71 -3.33 -5.86
O -1.61 -4.58 -6.81
O -0.57 -2.37 -6.30
O -3.18 -2.53 -6.31
C -2.15 0.39 -1.62
O -2.20 1.82 -2.06
C -2.84 1.80 -3.41
C -1.95 1.52 -4.80
O -4.17 2.05 -3.48
H -3.67 3.67 0.28
H -4.39 2.59 1.65
H -4.02 1.87 -0.15
H -1.88 3.08 2.06
H -1.42 2.69 0.27
H -1.41 0.93 2.83
H 2.44 -1.28 2.88
H 3.07 -1.17 5.55
H 1.03 -1.18 7.49
H -2.37 -1.67 3.93
H 1.38 3.69 -0.23
H 0.58 3.14 1.39
H 3.83 2.97 0.82
H 2.66 1.02 2.63
H 4.08 2.12 3.22
H 2.33 2.66 3.69
H 3.29 -0.96 0.89
H 5.65 -1.57 -0.41
H 5.27 1.72 -3.60
H 2.85 2.43 -2.57
H 1.07 -1.25 -1.51
H 0.01 -0.57 -2.92
H -1.99 -2.43 -1.80
H -0.40 -3.20 -0.96
H 0.31 -2.52 -3.84
H 0.30 -4.19 -2.95
H -2.72 -3.53 -3.59
H -1.61 -5.01 -4.02
H -2.98 -1.80 -6.98
H -2.23 -0.23 -2.64
H -3.07 0.08 -0.98
H -0.83 1.38 -4.42
H -2.00 2.48 -5.47
H -2.37 0.54 -5.33
K 4.94 5.00 1.39
*
```

Values from the calculation:
HOMO-LUMO gap, eV: 6.8238
Electronic energy, eV: -102049.6115
F_max, eV Å⁻¹: 9.07
LUMO energy, eV: -1.7
Molar mass, g/mol: 728.00

Charge distribution, Mulliken scheme, values in e: C -1.079; C -0.273; C 0.023; Cl -0.179; C 0.785; C 1.282; F -0.337; F -0.252; C -0.233; C -0.433; C -0.610; C -0.609; C -0.094; C 0.749; F -0.254; F -0.235; F -0.236; C -0.108; O 0.063; B -1.249; C -0.241; C 0.288; C -0.793; F -0.531; C 0.818; C -0.046; C -0.346; N -0.509; C -0.311; C -0.626; O -0.157; C 0.952; C -1.563; C -0.021; C -0.681; C -0.646; S 1.178; O -0.645; O -0.616; O -0.510; C -0.740; O -0.150; C 0.499; C -0.514; O -0.580; H 0.351; H 0.311; H 0.219; H 0.333; H 0.020; H 0.358; H 0.385; H 0.285; H 0.295; H 0.373; H 0.191; H -0.032; H 0.491; H 0.024; H 0.235; H 0.296; H 0.033; H 0.265; H 0.283; H 0.190; H -0.004; H 0.347; H 0.325; H 0.159; H 0.469; H 0.323; H 0.416; H 0.346; H 0.353; H 0.386; H 0.131; H 0.146; H 0.355; H 0.098; K 1.015